(1)
ORCA calculation (ωB97M-V with the def2-TZVPD basis set) on an isolated molecule of C16H20FN3O2.

ORCA input file:
```
! RIJCOSX wB97M-V def2-TZVPD def2/J DEFGRID3
* xyz 0 1
C -3.0625 -1.6271 -2.0792
C -3.6799 -0.9261 -0.8753
H -4.2257 -1.6429 -0.2612
H -4.3741 -0.1555 -1.2151
C -2.6257 -0.2605 0.0204
C -1.6709 -1.3389 0.5531
O -2.0227 -2.1368 1.3931
N -0.4482 -1.3369 -0.0132
H -0.2403 -0.6744 -0.7430
C 0.5596 -2.3103 0.3425
C 1.2919 -1.9449 1.6380
H 0.5743 -1.9485 2.4587
C 1.9525 -0.5624 1.5799
N 2.7752 -0.3991 0.4111
C 3.9156 -1.0649 0.1118
N 4.3926 -0.7292 -1.0546
C 3.5312 0.1965 -1.5487
C 2.5196 0.4133 -0.6578
H 1.6790 1.0776 -0.6819
H 3.6931 0.6456 -2.5078
H 4.3651 -1.7790 0.7726
H 2.5638 -0.4180 2.4769
H 1.1870 0.2156 1.5599
H 2.0447 -2.7101 1.8313
H 0.0615 -3.2731 0.4908
H 1.2650 -2.3947 -0.4865
H -3.1375 0.1893 0.8797
O -1.9781 0.7327 -0.7627
C -1.1884 1.6826 -0.2015
C -0.8482 1.8392 1.1421
C -0.0070 2.8551 1.5651
C 0.5225 3.7460 0.6526
C 0.2000 3.6129 -0.6889
C -0.6387 2.6002 -1.1041
H -0.8975 2.4829 -2.1447
H 0.6064 4.2981 -1.4160
H 1.1794 4.5331 0.9853
H 0.2186 2.9235 2.6178
F -1.3118 0.9929 2.0985
H -2.4703 -0.9262 -2.6624
H -3.8465 -2.0293 -2.7157
H -2.4247 -2.4485 -1.7611
*
```

Values from the calculation:
HOMO	-0.3236	Eh
relative energy (zero: lowest compared OMol25 entry of this formula, charge and spin)	0.0	kJ/mol
LUMO	0.74	eV
structure (SMILES)	CC[C@H](Oc1ccccc1F)C(=O)NCCCn1ccnc1

Atomic partial charges in e from the natural (NBO) method, atoms 1 to 6: atom 1 (C): -0.616, atom 2 (C): -0.400, atom 3 (H): 0.228, atom 4 (H): 0.211, atom 5 (C): 0.007, atom 6 (C): 0.661

(2)
ORCA calculation (ωB97M-V with the def2-TZVPD basis set) on an isolated molecule of C16H20FNO4.

ORCA input file:
```
! RIJCOSX wB97M-V def2-TZVPD def2/J DEFGRID3
* xyz 0 1
C -1.8593 4.1951 0.4745
H -2.2174 5.1250 0.0414
H -1.6884 4.3531 1.5370
H -2.6321 3.4385 0.3548
C -0.5688 3.7584 -0.2159
N -0.1573 2.4986 0.4087
C 0.9330 1.7937 0.0824
O 1.7681 2.1082 -0.7384
C 1.0649 0.4829 0.8889
H 2.0536 0.0599 0.7079
H 0.9174 0.6789 1.9559
O 0.1415 -0.5164 0.4547
C -1.0923 -0.5074 0.9470
O -1.5366 0.3507 1.6690
C -1.8439 -1.7457 0.5105
C -1.4844 -2.8909 1.4711
C 0.0215 -3.0903 1.5370
O 0.6332 -2.8783 2.5587
C 0.7123 -3.5087 0.2923
C 0.0726 -4.1514 -0.7668
C 0.7796 -4.5049 -1.8999
C 2.1294 -4.2038 -1.9705
C 2.7945 -3.5740 -0.9324
C 2.0787 -3.2376 0.1977
H 2.5630 -2.7528 1.0316
H 3.8477 -3.3598 -1.0202
F 2.8127 -4.5431 -3.0773
H 0.3017 -5.0089 -2.7253
H -0.9744 -4.4054 -0.7091
H -1.8319 -2.6445 2.4765
H -1.9740 -3.8105 1.1493
H -2.9148 -1.5480 0.5571
H -1.5485 -1.9937 -0.5087
H -0.7945 2.1007 1.0885
C -0.8120 3.5286 -1.7098
H -1.5870 2.7789 -1.8561
H 0.1036 3.1830 -2.1814
H -1.1251 4.4537 -2.1856
C 0.5274 4.8062 -0.0109
H 1.4495 4.4694 -0.4751
H 0.2302 5.7500 -0.4593
H 0.7068 4.9623 1.0504
*
```

Values from the calculation:
HOMO	-0.3540	Eh
relative energy (zero: lowest compared OMol25 entry of this formula, charge and spin)	25.5	kJ/mol
LUMO	0.16	eV
structure (SMILES)	CC(C)(C)NC(=O)COC(=O)CCC(=O)c1ccc(F)cc1

Atomic partial charges in e from the natural (NBO) method, atoms 1 to 6: atom 1 (C): -0.612, atom 2 (H): 0.219, atom 3 (H): 0.212, atom 4 (H): 0.211, atom 5 (C): 0.124, atom 6 (N): -0.636

(3)
ORCA calculation (ωB97M-V with the def2-TZVPD basis set) on a structure of composition C16H20HfNOS at a distorted geometry.

ORCA input file:
```
! RIJCOSX wB97M-V def2-TZVPD def2/J DEFGRID3
* xyz -1 1
Hf -0.0086 0.2249 0.0856
C 0.3715 0.0663 2.6026
C -0.8580 -0.6130 2.3147
C -0.5133 -1.7700 1.5567
H -1.8679 -0.3489 2.6321
C 0.8843 -1.7173 1.2334
C 1.4237 -0.5407 1.8552
H 2.4972 -0.2986 1.9352
H 0.5433 0.8436 3.3484
H -1.1467 -2.6484 1.4215
H 1.4649 -2.5543 0.8284
C 0.8340 1.8599 -1.5016
C 1.9868 1.4306 -0.7587
C 2.1849 0.0324 -0.9967
H 2.6756 2.1084 -0.2610
C 1.2088 -0.3849 -1.9568
C 0.3518 0.7421 -2.2529
H -0.4043 0.7767 -3.0333
H 0.4217 2.8676 -1.5611
H 3.0218 -0.5883 -0.6654
H 1.2394 -1.3113 -2.5347
O -1.4364 -1.1373 -0.9729
C -1.5671 -2.4040 -1.8052
C -3.0186 -2.6112 -1.3953
C -0.6314 -3.5032 -1.3648
C -1.4648 -2.0960 -3.2823
C -2.9125 -1.2692 -0.7207
H -3.1920 -3.4414 -0.7020
H -3.7394 -2.6431 -2.2227
H -3.4273 -0.4615 -1.2559
H -3.1294 -1.2637 0.3550
H -0.8368 -4.4142 -1.9503
H -0.7681 -3.7419 -0.3057
H 0.4048 -3.2037 -1.5453
H -2.0214 -2.8484 -3.8628
H -0.4251 -2.1366 -3.6065
H -1.8886 -1.1126 -3.5143
S 1.4858 4.0544 2.3547
C 0.5471 3.0037 1.6483
N -0.0258 2.1139 1.0522
*
```

Values from the calculation:
HOMO	-0.0069	Eh
LUMO	2.66	eV

Atomic partial charges in e from the natural (NBO) method, atoms 1 to 6: atom 1 (Hf): 1.168, atom 2 (C): -0.304, atom 3 (C): -0.406, atom 4 (C): -0.286, atom 5 (H): 0.245, atom 6 (C): -0.425

(4)
ORCA calculation (ωB97M-V with the def2-TZVPD basis set) on the ion C16H20N with charge +1 at a distorted geometry.

ORCA input file:
```
! RIJCOSX wB97M-V def2-TZVPD def2/J DEFGRID3
* xyz 1 1
C 4.8483 -1.1849 -1.3949
C 3.3990 -1.0760 -1.0296
C 2.4137 -1.6137 -1.8660
C 1.0701 -1.4927 -1.5343
C 0.6706 -0.7081 -0.4296
C -0.8071 -0.1621 -0.3191
C -1.4864 -0.5385 1.0481
C -2.8597 -0.7890 0.9689
C -3.6701 -0.4869 2.0580
C -3.0798 -0.0597 3.2598
C -1.6870 -0.0912 3.4060
C -0.8820 -0.4593 2.3088
C 1.6653 -0.2711 0.4610
C 3.0206 -0.4452 0.1456
H 5.4884 -0.8389 -0.5704
H 5.1211 -2.2252 -1.6261
H 5.0914 -0.5874 -2.2882
H 2.7256 -2.0703 -2.8013
H 0.3200 -1.9174 -2.2117
H -1.3815 -0.6223 -1.1400
H -3.3396 -1.1010 0.0497
H -4.7634 -0.5014 1.9832
H -3.7081 0.2705 4.1117
H -1.2278 0.2237 4.3349
H 0.1745 -0.5861 2.4781
H 1.3815 0.3146 1.3337
H 3.7659 0.0021 0.7957
C -2.2928 1.9796 -0.5608
N -0.9287 1.3118 -0.6551
C -0.3158 1.7775 -1.9631
H -2.6536 1.9840 0.4811
H -2.1662 3.0435 -0.8788
H -3.0007 1.5003 -1.2658
H -0.3535 1.6542 0.1189
H 0.7676 1.5763 -1.9631
H -0.8506 1.3095 -2.8142
H -0.4689 2.8808 -2.0311
*
```

Values from the calculation:
HOMO	-0.4417	Eh
relative energy (zero: lowest compared OMol25 entry of this formula, charge and spin)	0.0	kJ/mol
LUMO	-2.55	eV
structure (SMILES)	Cc1ccc([C@@H](c2ccccc2)[NH+](C)C)cc1

Atomic partial charges in e from the natural (NBO) method, atoms 1 to 6: atom 1 (C): -0.639, atom 2 (C): 0.012, atom 3 (C): -0.217, atom 4 (C): -0.135, atom 5 (C): -0.091, atom 6 (C): -0.063

(5)
ORCA calculation (ωB97M-V with the def2-TZVPD basis set) on an isolated molecule of C16H20N2O2.

ORCA input file:
```
! RIJCOSX wB97M-V def2-TZVPD def2/J DEFGRID3
* xyz 0 1
C 3.5296 -5.2223 4.0799
O 3.6497 -3.8233 4.0675
C 3.0720 -3.1334 3.0345
C 3.2154 -1.7462 3.0707
C 2.6755 -0.9601 2.0799
C 1.9671 -1.5248 1.0141
C 1.8331 -2.9090 0.9821
C 2.3760 -3.7041 1.9792
H 2.2463 -4.7728 1.9102
H 1.3025 -3.3890 0.1752
N 1.3791 -0.6837 0.0802
H 1.8087 0.2318 0.0485
C 0.9481 -1.1547 -1.2168
C 0.2623 -0.0173 -1.9671
N -0.9079 0.3974 -1.2312
C -1.6314 1.5227 -1.5776
C -2.5019 2.0921 -0.6489
C -3.2973 3.1755 -0.9721
C -3.2373 3.7283 -2.2452
C -2.3667 3.1698 -3.1778
C -1.5766 2.0874 -2.8540
H -0.9166 1.6781 -3.6022
H -2.3236 3.6058 -4.1635
O -3.9735 4.8024 -2.6766
C -4.8759 5.3908 -1.7767
H -5.6424 4.6796 -1.4494
H -4.3637 5.7994 -0.8985
H -5.3518 6.2037 -2.3235
H -3.9550 3.5789 -0.2181
H -2.5576 1.6730 0.3461
H -0.8185 0.2488 -0.2353
H -0.0402 -0.3732 -2.9576
H 0.9741 0.8143 -2.1080
H 0.2241 -1.9604 -1.0708
H 1.7840 -1.5420 -1.8209
H 2.7972 0.1133 2.1231
H 3.7616 -1.3069 3.8903
H 4.0009 -5.6764 3.2013
H 2.4817 -5.5375 4.1316
H 4.0488 -5.5560 4.9773
*
```

Values from the calculation:
HOMO	-0.2669	Eh
relative energy (zero: lowest compared OMol25 entry of this formula, charge and spin)	314.6	kJ/mol
LUMO	0.82	eV
structure (SMILES)	COc1ccc(NCCNc2ccc(OC)cc2)cc1

Atomic partial charges in e from the natural (NBO) method, atoms 1 to 6: atom 1 (C): -0.250, atom 2 (O): -0.497, atom 3 (C): 0.262, atom 4 (C): -0.229, atom 5 (C): -0.227, atom 6 (C): 0.135